Density functional theory data (wB97M-V/def2-TZVPD) for a molecular structure, C13H29FO13P2S at a distorted geometry.

- E_LUMO (eV) = -2.633
- multiplicity = 1
- orbital gap (eV) = 7.541
- E_HOMO (eV) = -10.2

Positions of all 59 atoms, in Å:
1 O 0.1730 3.1842 4.1494
2 S 0.4191 1.8190 3.8732
3 O 1.3569 1.1344 4.6800
4 O 0.7528 1.7797 2.2862
5 C 0.1011 0.5699 1.7585
6 C 1.1622 -0.5627 1.9878
7 C 0.7145 -1.7905 2.8057
8 F 1.4197 -1.8446 3.9987
9 C -1.1957 0.6013 2.5289
10 C -2.3155 -0.3832 2.1494
11 C -2.7745 -1.1358 3.4353
12 C -3.9399 -2.1060 3.1840
13 O -2.4899 -2.4956 3.4402
14 O -0.8916 0.8363 3.9094
15 H 0.0249 0.6452 0.6748
16 H 2.0354 -0.1398 2.4828
17 H 1.4935 -0.9231 1.0099
18 H -0.3518 -1.8454 3.0259
19 H 0.9485 -2.6926 2.2281
20 H -1.6228 1.5679 2.2199
21 H -2.0044 -1.1745 1.4679
22 H -3.2168 0.1428 1.8396
23 H -2.7765 -0.5902 4.3771
24 H -4.2784 -2.7276 4.0056
25 H -4.0598 -2.4470 2.1607
26 C 5.2719 0.8107 -2.5213
27 O 4.7368 -0.4509 -2.9142
28 P 4.4965 -1.5812 -1.6879
29 O 4.0215 -0.6047 -0.6442
30 O 6.1263 -1.8271 -1.6486
31 C 6.8460 -2.1005 -2.8581
32 O 4.2455 -2.9410 -0.7470
33 C 5.0233 -3.0844 0.4383
34 H 5.6899 1.2679 -3.4190
35 H 4.4853 1.4516 -2.1304
36 H 6.0637 0.6919 -1.7817
37 H 7.4362 -1.2229 -3.1237
38 H 6.1855 -2.3454 -3.6873
39 H 7.5209 -2.9360 -2.6783
40 H 4.8958 -2.2175 1.0868
41 H 6.0762 -3.2323 0.2082
42 H 4.6574 -3.9731 0.9509
43 C -5.8949 1.0320 -4.0987
44 O -4.5777 0.7155 -3.6478
45 P -4.1934 1.2102 -2.1107
46 O -5.4598 0.9295 -1.3794
47 O -4.0380 2.7749 -2.5764
48 C -3.3437 3.1071 -3.7872
49 O -3.1520 1.3856 -0.8334
50 C -3.3750 2.4831 0.0459
51 H -5.8761 0.9760 -5.1870
52 H -6.6094 0.3061 -3.7179
53 H -6.1851 2.0390 -3.7999
54 H -4.0713 3.4245 -4.5347
55 H -2.7749 2.2683 -4.1820
56 H -2.6672 3.9352 -3.5823
57 H -4.3839 2.4588 0.4585
58 H -3.1972 3.4353 -0.4496
59 H -2.6625 2.3920 0.8613

***

Density functional theory data (wB97M-V/def2-TZVPD) for a molecular structure, C13H29GeN2O4SeV.

- E_LUMO (alpha / beta) (eV) = 2.666 / 2.605
- multiplicity = 4
- <S²> = 3.784
- net charge = -1
- energy above the lowest of the compared OMol25 structures with the same formula, charge and spin (eV) = 0.0000
- orbital gap (alpha / beta) (eV) = 6.361 / 7.485
- E_HOMO (alpha / beta) (eV) = -3.7 / -4.9

Positions of all 51 atoms, in Å:
1 V -0.3217 0.1857 0.6480
2 N 0.4827 -1.4035 2.0627
3 C 1.0611 -2.4872 1.2459
4 C 0.2130 -2.6422 -0.0220
5 O -0.0367 -3.7627 -0.4628
6 N -0.2199 -1.4605 -0.4839
7 C -1.5098 -1.4550 -1.1619
8 C -2.6052 -1.0408 -0.1471
9 O -3.7803 -1.0563 -0.4525
10 O -2.1252 -0.6436 1.0194
11 H 1.0919 -1.1060 2.8128
12 H -0.3956 -1.7273 2.4612
13 H 1.0809 -3.4480 1.7670
14 H 2.0816 -2.2100 0.9826
15 H -1.7565 -2.4345 -1.5768
16 H -1.5183 -0.7189 -1.9702
17 C -0.6553 3.9628 -0.2678
18 C -1.5080 2.7332 0.0094
19 C -2.8070 2.7578 -0.7886
20 C -1.8110 2.6267 1.5033
21 O -0.7767 1.5920 -0.4227
22 H -1.1815 4.8765 0.0223
23 H -0.4172 4.0205 -1.3314
24 H 0.2855 3.9054 0.2811
25 H -3.4057 3.6394 -0.5400
26 H -3.3960 1.8640 -0.5808
27 H -2.5855 2.7814 -1.8562
28 H -2.3561 3.5064 1.8578
29 H -0.8814 2.5747 2.0845
30 H -2.4205 1.7453 1.7155
31 C 5.3890 5.6813 0.1747
32 Ge 4.5439 3.9161 -0.0245
33 C 5.9212 2.7401 -0.7796
34 C 3.1088 4.1022 -1.3385
35 C 3.8643 3.2644 1.6484
36 Se 2.0040 1.3706 1.2928
37 C 3.3474 0.1031 0.6497
38 H 5.7494 6.0486 -0.7870
39 H 6.2328 5.6274 0.8631
40 H 4.6719 6.4009 0.5702
41 H 6.4255 3.2573 -1.5977
42 H 5.4951 1.8211 -1.1767
43 H 6.6673 2.4756 -0.0295
44 H 3.5187 4.2683 -2.3360
45 H 2.4629 4.9447 -1.0878
46 H 2.4966 3.2013 -1.3448
47 H 3.2322 3.9636 2.1897
48 H 4.5481 2.7580 2.3237
49 H 4.1702 0.6801 0.2415
50 H 2.9353 -0.5222 -0.1408
51 H 3.7333 -0.5259 1.4516

***

Density functional theory data (wB97M-V/def2-TZVPD) for 2 unconnected molecules or ions with the total composition C13H29N2O at a distorted geometry.

- E_LUMO (eV) = -3.091
- multiplicity = 1
- net charge = +1
- orbital gap (eV) = 7.099
- E_HOMO (eV) = -10.2

Positions of all 45 atoms, in Å:
1 C -1.3272 -0.4670 -1.4523
2 C -1.3299 -1.7772 -2.4918
3 N -0.2953 -1.5259 -3.6088
4 C 0.6035 -0.4627 -3.0135
5 C 1.4977 0.5074 -3.9862
6 C 1.7980 -0.3740 -5.5073
7 C 3.4501 -0.8616 -5.7243
8 O 2.2095 -1.8737 -5.3485
9 C -0.5488 0.6145 -2.4571
10 H -0.5775 -0.6441 -0.5433
11 H -2.4090 -0.1870 -1.1060
12 H -2.4180 -1.8924 -2.9674
13 H -0.8684 -2.7513 -1.9793
14 H 0.2593 -2.4243 -3.6224
15 H -0.7868 -1.3335 -4.5280
16 H 1.1959 -0.7466 -2.0175
17 H 2.5787 0.7429 -3.5522
18 H 0.9553 1.5090 -4.3069
19 H 1.1619 -0.0073 -6.5246
20 H 3.9653 -1.2421 -4.7170
21 H 3.7657 -1.3153 -6.7765
22 H -0.1790 1.6277 -2.0034
23 H -1.3764 0.8204 -3.2919
24 C -0.7865 2.1186 1.6950
25 C -1.2353 0.9508 2.5656
26 N -0.1266 0.1985 3.1605
27 C -0.5393 -1.0863 3.7370
28 C -1.4914 -1.0504 4.9261
29 C 0.8238 0.9673 3.9650
30 C 0.2757 1.7534 5.1509
31 H -0.0810 1.7913 0.9230
32 H -1.6515 2.5630 1.1902
33 H -0.3119 2.9103 2.2856
34 H -1.8116 0.2776 1.9179
35 H -1.9291 1.3201 3.3282
36 H 0.3523 -1.6620 4.0143
37 H -1.0133 -1.6770 2.9418
38 H -0.9853 -0.7339 5.8402
39 H -1.8832 -2.0560 5.1135
40 H -2.3502 -0.3948 4.7547
41 H 1.3403 1.6723 3.3027
42 H 1.6231 0.3040 4.3216
43 H -0.6257 2.3188 4.9013
44 H 1.0266 2.4752 5.4911
45 H 0.0554 1.1032 6.0003

***

Density functional theory data (wB97M-V/def2-TZVPD) for a molecular structure, C13H29N4O14PbS2 at a distorted geometry.

- E_LUMO (eV) = -6.650
- multiplicity = 1
- net charge = +1
- energy above the lowest of the compared OMol25 structures with the same formula, charge and spin (eV) = 0.6714
- orbital gap (eV) = 4.443
- E_HOMO (eV) = -11.1

Positions of all 63 atoms, in Å:
1 Pb -2.0882 1.3134 3.6342
2 N -0.4592 0.5258 0.7354
3 O -1.2815 -0.3861 0.6138
4 O -0.7794 1.3838 1.6619
5 O 0.5632 0.5980 0.1200
6 C 3.0364 -1.4052 1.4837
7 C 2.1759 -2.3021 0.5676
8 O 1.6960 -3.3541 1.4436
9 S 2.0802 -2.9887 2.9650
10 O 3.3107 -3.6036 3.3037
11 O 0.9920 -3.1286 3.8638
12 O 2.2648 -1.4031 2.6994
13 H 3.1548 -0.3668 1.1890
14 H 4.0289 -1.8396 1.6029
15 H 2.7421 -2.8288 -0.1985
16 H 1.3944 -1.7259 0.0752
17 C -1.0955 -0.7037 -3.0775
18 C 0.2417 -0.6353 -3.8262
19 O 0.4065 -1.9484 -4.3692
20 S -0.9916 -2.5143 -4.8285
21 O -1.0067 -3.9245 -4.7676
22 O -1.4445 -1.9223 -6.0360
23 O -1.7790 -1.8321 -3.5923
24 H -1.5436 0.2917 -3.0942
25 H -1.0263 -0.9384 -2.0112
26 H 1.1091 -0.4522 -3.1933
27 H 0.3321 0.1175 -4.6103
28 C 0.3190 4.4310 5.7183
29 C 0.5713 3.5174 4.5531
30 O -0.2447 2.5733 4.3725
31 N 1.6374 3.7431 3.8211
32 C 2.1423 2.7447 2.8607
33 H -0.3800 3.9283 6.3874
34 H -0.1108 5.3812 5.4035
35 H 1.1625 4.5630 6.3958
36 H 2.0601 4.6576 3.7996
37 H 1.3948 1.9851 2.6551
38 H 2.9934 2.2552 3.3312
39 H 2.3952 3.2444 1.9301
40 C 0.1944 3.2864 -5.0316
41 C -0.0182 3.3681 -3.5445
42 O 0.8636 3.7505 -2.7903
43 N -1.1766 2.8940 -3.0249
44 C -1.5338 2.9394 -1.6242
45 H 0.3120 4.2592 -5.5074
46 H -0.7117 2.8500 -5.4587
47 H 1.1003 2.7334 -5.2642
48 H -1.9131 2.6733 -3.6755
49 H -1.8550 3.9755 -1.4548
50 H -0.6848 2.7373 -0.9793
51 H -2.4312 2.3691 -1.3930
52 C -1.1234 -4.2579 -1.1567
53 C -1.7914 -4.4446 0.1753
54 O -2.3373 -5.4676 0.5360
55 N -1.8435 -3.3169 0.9363
56 C -2.5669 -3.1730 2.1867
57 H -0.5156 -5.1037 -1.4686
58 H -0.4443 -3.3975 -1.1636
59 H -1.8331 -4.0236 -1.9508
60 H -1.5705 -2.4378 0.5353
61 H -3.5078 -2.6785 1.9381
62 H -2.0093 -2.4885 2.8431
63 H -2.5763 -4.0969 2.7546

***

Density functional theory data (wB97M-V/def2-TZVPD) for a molecular structure, C13H30AlCl16FOP.

- E_LUMO (eV) = 1.812
- multiplicity = 1
- net charge = -1
- orbital gap (eV) = 5.544
- E_HOMO (eV) = -3.7

Positions of all 63 atoms, in Å:
1 C 2.1433 1.4171 -0.2989
2 C 2.8237 0.9924 1.0018
3 F 4.2647 1.0267 0.7329
4 C 2.4152 -0.3432 1.5228
5 Al 0.7274 -0.1581 2.6366
6 C -0.4461 -1.7703 2.6599
7 P 1.3924 0.4440 4.8966
8 C 0.8938 2.2283 4.8230
9 O 3.0837 0.6153 4.6832
10 H 1.5150 2.2992 -0.1659
11 H 2.9069 1.6546 -1.0426
12 H 1.5112 0.6185 -0.6923
13 H 2.7089 1.7782 1.7533
14 H 3.2156 -0.7220 2.1676
15 H 2.2702 -1.0555 0.7003
16 H -0.0963 1.1356 2.0389
17 H -0.8829 -1.9443 3.6489
18 H -1.2822 -1.6296 1.9664
19 H 0.0755 -2.6925 2.3693
20 H 1.1283 2.7539 5.7562
21 H 1.3436 2.7704 3.9859
22 H -0.1930 2.2659 4.6878
23 H 3.4490 1.1006 5.4258
24 C -4.0228 2.7220 3.7664
25 Cl -2.7325 2.0662 2.7669
26 Cl -3.9495 2.1458 5.4455
27 H -3.9302 3.8013 3.7898
28 H -4.9795 2.4159 3.3600
29 C 6.9972 2.1423 -0.1265
30 Cl 7.6624 1.7994 -1.7409
31 Cl 6.7106 3.8712 0.1060
32 H 6.0563 1.6147 -0.0208
33 H 7.7266 1.8185 0.6050
34 C 5.4012 2.9330 -4.7184
35 Cl 3.7953 2.3508 -4.2751
36 Cl 5.5922 3.0986 -6.4755
37 H 5.5480 3.9055 -4.2655
38 H 6.1335 2.2186 -4.3640
39 C -1.2812 -5.0871 4.3119
40 Cl -0.3864 -4.4150 5.6819
41 Cl -2.8584 -4.3318 4.0893
42 H -0.7046 -4.9017 3.4125
43 H -1.4301 -6.1442 4.4949
44 C -2.5432 -3.3704 -0.0904
45 Cl -3.8328 -2.6669 0.8943
46 Cl -1.7657 -4.7687 0.6650
47 H -2.9935 -3.7047 -1.0157
48 H -1.7857 -2.6139 -0.2576
49 C -4.8924 -1.2772 -2.7241
50 Cl -6.0928 -2.3550 -3.4449
51 Cl -3.2304 -1.7599 -3.0935
52 H -5.0488 -0.2827 -3.1236
53 H -5.0108 -1.3048 -1.6468
54 C -10.0276 -0.2575 -4.1528
55 Cl -9.4202 -1.2092 -5.5146
56 Cl -8.7710 0.1172 -2.9700
57 H -10.4161 0.6754 -4.5419
58 H -10.7958 -0.8361 -3.6547
59 C 3.2789 -0.0958 -7.2478
60 Cl 1.7051 -0.8979 -7.3375
61 Cl 4.6178 -1.1840 -7.6442
62 H 3.2857 0.7173 -7.9629
63 H 3.4234 0.2658 -6.2377

***

Density functional theory data (wB97M-V/def2-TZVPD) for 7 unconnected molecules or ions with the total composition C13H30BCl12.

- E_LUMO (eV) = 1.982
- multiplicity = 1
- net charge = -1
- energy above the lowest of the compared OMol25 structures with the same formula, charge and spin (eV) = 0.0000
- orbital gap (eV) = 6.561
- E_HOMO (eV) = -4.6

Positions of all 56 atoms, in Å:
1 B -2.3445 0.7574 -1.4257
2 C -0.9881 1.5579 -0.8984
3 H -3.3796 1.2704 -1.0520
4 H -2.3492 0.6076 -2.6388
5 H -2.2973 -0.3585 -0.9077
6 H -1.1792 1.8736 0.1396
7 H -0.7700 2.4708 -1.4766
8 H -0.1473 0.8575 -0.9182
9 Cl 2.8026 1.5466 -0.6034
10 C 3.1836 1.2795 -2.3196
11 C 1.9931 0.7167 -3.0581
12 Cl 1.6245 -0.9508 -2.5552
13 H 4.0439 0.6159 -2.3839
14 H 3.4606 2.2461 -2.7402
15 H 2.1951 0.6764 -4.1282
16 H 1.1021 1.3218 -2.8938
17 Cl 2.3783 -3.5752 -5.8049
18 C 1.2862 -2.2488 -6.2743
19 C 1.9976 -1.1955 -7.0905
20 Cl 3.1827 -0.2923 -6.1145
21 H 0.8553 -1.8299 -5.3667
22 H 0.4852 -2.6907 -6.8651
23 H 1.2768 -0.4705 -7.4657
24 H 2.5202 -1.6325 -7.9382
25 Cl 1.8726 1.5029 2.7919
26 C 3.4870 1.8693 3.4448
27 C 3.5165 3.1708 4.2104
28 Cl 3.2927 4.5836 3.1477
29 H 4.1891 1.8797 2.6134
30 H 3.7538 1.0484 4.1100
31 H 4.4846 3.2902 4.6961
32 H 2.7421 3.2000 4.9723
33 Cl -3.0943 -2.8603 -3.6964
34 C -4.1107 -2.6506 -2.2515
35 C -5.5380 -3.0853 -2.4833
36 Cl -6.4055 -2.0162 -3.6179
37 H -4.0451 -1.6034 -1.9537
38 H -3.6636 -3.2508 -1.4614
39 H -6.0853 -3.0560 -1.5414
40 H -5.5863 -4.0980 -2.8784
41 Cl 2.4707 4.4263 8.3363
42 C 0.7714 4.8297 7.9810
43 C -0.0331 3.6119 7.5959
44 Cl 0.4670 2.9554 6.0203
45 H 0.7620 5.5774 7.1916
46 H 0.3555 5.2751 8.8838
47 H -1.0855 3.8791 7.5101
48 H 0.0619 2.8216 8.3369
49 Cl -0.7709 -5.7305 0.1959
50 C -0.9882 -4.1808 1.0504
51 C -2.2781 -4.1433 1.8339
52 Cl -3.7016 -4.1070 0.7651
53 H -0.9449 -3.3797 0.3154
54 H -0.1441 -4.0717 1.7295
55 H -2.3128 -3.2381 2.4379
56 H -2.3713 -5.0031 2.4937

***

Density functional theory data (wB97M-V/def2-TZVPD) for 2 unconnected molecules or ions with the total composition C13H30BClNO2P at a distorted geometry.

- E_LUMO (eV) = -3.390
- multiplicity = 1
- orbital gap (eV) = 2.171
- E_HOMO (eV) = -5.6

Positions of all 49 atoms, in Å:
1 C 1.2770 -3.8787 2.4924
2 C 1.3039 -2.7964 1.4332
3 Cl 2.2626 -1.3838 2.1489
4 C -0.0328 -2.2309 0.9559
5 B -1.2614 -3.2979 0.6912
6 P -2.5368 -3.3735 2.1742
7 C -2.4908 -1.8339 3.1414
8 O -1.9741 -4.3969 3.3619
9 H 0.7358 -4.7542 2.1325
10 H 2.2997 -4.1810 2.7388
11 H 0.8260 -3.5010 3.4146
12 H 1.9081 -3.0867 0.5704
13 H -0.3063 -1.4141 1.6341
14 H 0.1562 -1.7547 -0.0194
15 H -1.8900 -3.0552 -0.3187
16 H -0.8629 -4.4486 0.5918
17 H -2.4484 -0.9838 2.4543
18 H -3.3759 -1.7479 3.7775
19 H -1.6082 -1.8126 3.7937
20 H -1.9329 -5.2971 3.0179
21 C 1.6186 3.7865 -1.2708
22 C 0.6265 2.9465 -0.4363
23 C 1.2786 1.6615 0.1085
24 C 1.5133 0.5756 -0.9294
25 C 0.2294 0.2567 -1.6828
26 C -0.4015 1.4889 -2.3497
27 N -0.5619 2.5138 -1.2565
28 O -1.5875 2.3966 -0.6223
29 C 0.4756 1.9844 -3.5035
30 C -1.7711 1.1583 -2.9246
31 C 0.1419 3.8018 0.7262
32 H 1.2066 4.0806 -2.2325
33 H 1.8552 4.7084 -0.7441
34 H 2.5522 3.2559 -1.4518
35 H 0.6356 1.2560 0.8951
36 H 2.2168 1.9458 0.5880
37 H 2.3168 0.8495 -1.6184
38 H 1.8403 -0.3246 -0.4096
39 H 0.4063 -0.4899 -2.4594
40 H -0.4978 -0.1742 -0.9876
41 H 0.0880 2.9145 -3.9208
42 H 0.4574 1.2303 -4.2882
43 H 1.5143 2.1375 -3.2281
44 H -2.4238 0.6947 -2.1893
45 H -1.6335 0.4583 -3.7468
46 H -2.2623 2.0526 -3.3100
47 H -0.4175 4.6692 0.3735
48 H 1.0194 4.1508 1.2681
49 H -0.4848 3.2429 1.4165

***

Density functional theory data (wB97M-V/def2-TZVPD) for a molecular structure, C13H30ClO2P2Sc at a distorted geometry.

- E_LUMO (alpha / beta) (eV) = -9.058 / -10.131
- multiplicity = 1
- net charge = +2
- energy above the lowest of the compared OMol25 structures with the same formula, charge and spin (eV) = 2.6482
- orbital gap (alpha / beta) (eV) = 7.719 / 5.387
- E_HOMO (alpha / beta) (eV) = -16.8 / -15.5

Positions of all 49 atoms, in Å:
1 C 0.7408 -0.2396 -2.6236
2 C 1.4620 -0.2231 -1.3086
3 H 0.8429 -1.2156 -3.1162
4 H 1.1870 0.5276 -3.2821
5 H -0.3612 0.0121 -2.6060
6 O 2.2815 -1.0674 -0.9249
7 Cl -3.4345 0.2568 -0.4115
8 Sc -1.1219 0.0655 -0.6529
9 P -0.6129 2.7403 -0.8428
10 C -0.1250 3.8568 0.5201
11 C 0.4296 3.3990 -2.1896
12 H 0.6521 4.4521 -1.9803
13 H -2.1476 4.0822 -2.1786
14 H -0.1129 3.3194 -3.1390
15 H -2.9539 2.6277 -1.5030
16 H 0.7641 3.4702 1.0319
17 H 1.3683 2.8378 -2.2569
18 C -2.2481 3.4409 -1.2918
19 H 0.0984 4.8460 0.0993
20 H -2.6356 4.0289 -0.4483
21 H -0.9559 3.9460 1.2308
22 P -0.6979 -2.6301 -0.5417
23 C 0.5590 -3.3558 0.5810
24 C -2.2025 -3.5133 0.0177
25 H -1.0590 -3.3262 -2.8392
26 H -0.2627 -4.6099 -1.8711
27 H 0.6835 -3.2012 -2.4582
28 C -0.2920 -3.5318 -2.0815
29 H -3.0865 -2.9542 -0.3173
30 H -2.2186 -4.5259 -0.4074
31 H 0.7235 -4.4048 0.3033
32 H 0.2396 -3.2956 1.6266
33 H -2.2180 -3.5712 1.1139
34 H 1.4974 -2.8008 0.4629
35 C 1.2089 1.0256 -0.4415
36 O 2.0523 1.5721 0.2290
37 C 0.6454 0.6873 3.2247
38 C 0.0145 -0.5158 2.5245
39 C -0.5606 -1.5016 3.5465
40 C -1.0825 -0.0731 1.5558
41 H -0.1186 1.2693 3.7581
42 H 1.1523 1.3383 2.4962
43 H 1.3831 0.3421 3.9624
44 H 0.8184 -1.0216 1.9588
45 H -1.4063 -1.0370 4.0707
46 H -0.9279 -2.4183 3.0625
47 H 0.1972 -1.7725 4.2932
48 H -1.9969 -0.6617 1.7279
49 H -1.3518 0.9823 1.7298

***

> Number 7 is which compound?

C13H30BClNO2P

***

> Look up the multiplicity of the eighth one.

1